16
Properties=species:S:1:pos:R:3:forces:R:3 method="wB97M-V/def2-TZVPD" homo_lumo_gap_ha=0.360 smiles="NC=O.CCN" fmax_ha_per_bohr=0.0815 total_energy_ev=-8299.347 lumo_energy_ev=0.924 spin_multiplicity=1 mol_weight_g_mol=90.1 de_lowest_kcal_mol=49.7
C -1.0699 -1.7765 0.8445 -1.1 -2.0 -0.7
C -0.8507 -0.2836 1.0721 -0.2 -1.2 -0.1
N 0.4696 0.1053 1.5328 3.1 0.9 -0.2
H -0.6792 -2.5065 1.6160 -0.7 1.4 0.0
H -2.2311 -1.9753 0.7044 2.4 0.3 0.3
H -0.5536 -2.2261 -0.0316 -0.4 0.8 0.0
H -1.1738 0.3207 0.2486 -0.1 -0.1 -1.2
H -1.6534 -0.0417 1.7692 0.7 0.4 1.0
H 1.4596 -0.1073 1.0019 -4.0 0.2 1.2
H 0.4584 1.1330 1.6285 0.3 -0.8 0.1
C 0.9425 0.5125 -1.6529 0.1 1.0 0.4
N 1.0592 1.9662 -1.7397 1.1 -2.0 0.1
O -0.0105 -0.1682 -1.9431 0.4 1.2 0.0
H 1.7825 0.0330 -1.0879 0.0 0.5 -0.9
H 0.2679 2.5344 -1.7263 -2.0 0.3 -0.2
H 1.7824 2.4802 -2.2367 0.4 -1.0 0.4

=====

16
Properties=species:S:1:pos:R:3:forces:R:3 method="wB97M-V/def2-TZVPD" homo_lumo_gap_ha=0.392 smiles="NC=O.CCN" fmax_ha_per_bohr=0.0362 total_energy_ev=-8300.752 lumo_energy_ev=1.069 spin_multiplicity=1 mol_weight_g_mol=90.1 de_lowest_kcal_mol=17.4
C 0.5704 -1.8053 -0.4345 -0.1 -0.1 -1.3
C -0.0230 -0.6143 -1.2465 1.0 0.3 1.3
N 0.9243 0.5326 -1.2442 0.2 -0.6 0.2
H 1.5174 -1.6688 0.0840 0.0 0.7 0.1
H -0.1490 -2.1933 0.2807 0.0 -0.2 -0.1
H 0.8139 -2.5430 -1.2010 -0.2 -0.5 0.4
H -0.2411 -0.9366 -2.2688 -0.3 0.0 0.2
H -0.8837 -0.2584 -0.6914 -0.5 -0.1 -0.5
H 1.8573 0.1697 -1.4191 0.0 0.1 0.0
H 0.7090 1.1305 -2.0245 0.0 0.4 -0.1
C -1.4791 1.3172 1.6739 -1.1 1.3 0.8
N -0.1357 1.1856 1.8896 0.1 0.0 -0.9
O -2.1878 0.6648 0.9468 0.6 -0.5 -0.3
H -1.9847 2.1523 2.2329 0.6 -0.4 0.2
H 0.3587 0.9413 1.0312 0.2 -0.4 0.1
H 0.3332 1.9256 2.3910 -0.3 0.0 0.0

=====

16
Properties=species:S:1:pos:R:3:forces:R:3 method="wB97M-V/def2-TZVPD" homo_lumo_gap_ha=0.355 smiles=NC[C@@H](N)CO fmax_ha_per_bohr=0.0871 total_energy_ev=-8299.323 lumo_energy_ev=1.040 spin_multiplicity=1 mol_weight_g_mol=90.1 de_lowest_kcal_mol=50.3
N -1.4912 -1.0510 -0.9296 -1.3 -4.2 0.9
C -0.4133 -0.2310 -0.6470 1.2 2.6 1.3
C -0.7935 1.1652 0.0145 0.7 -2.0 0.7
O 0.4361 1.8008 0.1208 0.9 1.8 0.8
C 0.4616 -1.0793 0.2840 -0.1 0.4 2.5
N 1.7420 -0.4607 0.9208 -0.5 -2.0 -0.6
H -1.6697 -1.8424 -0.2310 0.6 1.8 -1.4
H -2.3658 -0.8229 -1.3279 -0.4 1.1 -0.5
H 0.2957 0.0668 -1.4834 -1.2 -0.4 0.2
H -1.5441 1.6997 -0.5361 -0.1 0.5 -0.8
H -1.2066 1.1307 1.0402 -0.2 -0.8 -0.4
H 0.7330 1.6659 1.0465 0.1 0.0 -1.1
H -0.2517 -1.2789 1.2388 1.7 0.0 -2.1
H 0.6552 -2.0070 -0.2942 0.0 0.3 0.7
H 2.0761 -1.2666 1.5145 -0.2 1.3 -0.8
H 2.5049 -0.2987 0.2186 -1.2 -0.3 0.6

=====

16
Properties=species:S:1:pos:R:3:forces:R:3 method="wB97M-V/def2-TZVPD" homo_lumo_gap_ha=0.308 smiles="C/C(N)=C/N.O" fmax_ha_per_bohr=0.2012 total_energy_ev=-8298.973 lumo_energy_ev=0.892 spin_multiplicity=1 mol_weight_g_mol=90.1 de_lowest_kcal_mol=58.4
C -1.6806 0.1791 -0.8985 1.5 -0.4 -2.0
C -0.3648 -0.3717 -0.3291 -0.5 1.2 -0.1
C 0.8287 -0.4724 -1.0074 -2.4 -2.0 5.1
N 1.8104 -1.2908 -0.3818 -0.1 -0.7 -6.9
N -0.5190 -0.5394 1.1042 3.1 0.8 -3.3
H -1.9579 1.1016 -0.3743 -0.2 -0.2 -0.4
H -1.4715 0.3262 -2.0284 -0.6 0.2 1.8
H -2.4993 -0.5721 -0.8714 0.5 0.4 0.3
H 1.0870 -0.1395 -1.9334 -0.1 0.8 -2.6
H 2.0608 -1.1842 0.4915 1.6 1.0 5.3
H 2.5960 -1.4534 -1.0315 -0.5 0.1 1.1
H -1.4021 -0.6439 1.4331 -2.9 -0.6 1.0
H 0.1984 -0.9754 1.6122 0.7 -0.9 0.6
H 0.3109 1.2705 1.6240 -0.2 0.4 -0.2
H 0.5615 2.5322 0.9096 1.5 3.5 -9.4
O 0.4416 2.2332 1.6812 -1.4 -3.8 9.5